No. 1
143
Properties=species:S:1:pos:R:3 method="wB97M-V/def2-TZVPD" homo_energy_ev=-22.64 relative_energy_ev=0.000 homo_lumo_gap_ev=4.5 total_charge=+6
Zn 2.953 -2.043 -0.311
C -0.321 0.085 0.260
C 0.926 -0.712 0.057
O 2.047 -0.210 0.373
O 0.902 -1.863 -0.427
H -0.984 0.102 -0.601
H -0.109 1.141 0.433
H -0.765 -0.231 1.205
C 0.204 -7.149 -0.639
C -1.043 -6.485 -1.270
C -0.846 -4.980 -1.476
N -1.663 -4.420 -2.622
C -1.163 -4.972 -3.961
C -3.179 -4.812 -2.515
C -3.705 -3.831 -1.436
C -2.846 -2.589 -1.583
C -1.791 -2.931 -2.657
H 0.248 -6.779 0.385
H 1.084 -6.834 -1.204
H 0.124 -8.227 -0.733
H -1.883 -6.567 -0.581
H -1.201 -7.001 -2.216
H 0.203 -4.701 -1.593
H -1.268 -4.417 -0.641
H -1.954 -5.234 -4.655
H -0.493 -5.791 -3.719
H -0.540 -4.217 -4.442
H -3.660 -4.693 -3.480
H -3.184 -5.832 -2.148
H -4.781 -3.686 -1.516
H -3.598 -4.338 -0.474
H -3.436 -1.766 -1.987
H -2.317 -2.272 -0.685
H -2.204 -2.735 -3.647
H -0.860 -2.370 -2.601
C -4.263 1.087 5.851
C -3.052 1.670 5.140
C -3.309 3.016 4.492
N -2.156 3.622 3.705
C -1.017 3.924 4.681
C -2.627 4.861 2.999
C -1.670 5.066 1.807
C -0.834 3.782 1.786
C -1.645 2.759 2.569
H -5.090 0.966 5.144
H -4.643 1.707 6.661
H -4.075 0.091 6.246
H -2.539 0.997 4.441
H -2.290 1.679 5.932
H -3.629 3.770 5.213
H -4.139 2.942 3.788
H -0.530 2.968 4.851
H -1.481 4.230 5.615
H -0.367 4.692 4.279
H -2.727 5.706 3.678
H -3.645 4.677 2.657
H -1.117 6.001 1.825
H -2.186 5.030 0.846
H 0.085 3.991 2.343
H -0.512 3.408 0.814
H -1.094 1.944 3.033
H -2.449 2.402 1.925
C 2.309 6.717 1.554
C 3.267 5.521 1.431
C 2.921 4.341 0.542
N 4.110 3.387 0.328
C 4.328 2.625 1.608
C 5.375 4.046 -0.277
C 5.058 4.142 -1.757
C 4.381 2.824 -2.064
C 3.699 2.381 -0.744
H 1.366 6.357 1.987
H 2.010 7.114 0.586
H 2.729 7.434 2.250
H 3.566 5.097 2.390
H 4.140 6.059 1.050
H 2.479 4.546 -0.435
H 2.189 3.644 0.961
H 3.358 2.188 1.849
H 4.645 3.274 2.417
H 4.977 1.764 1.467
H 6.143 3.388 0.129
H 5.524 5.023 0.174
H 5.929 4.393 -2.361
H 4.419 5.012 -1.921
H 5.072 2.081 -2.452
H 3.573 2.964 -2.786
H 4.220 1.463 -0.463
H 2.645 2.123 -0.791
C 1.235 -6.465 6.765
C 0.785 -5.079 6.221
C 0.689 -5.156 4.715
N 0.083 -3.893 4.039
C 1.047 -2.745 4.166
C -0.205 -4.145 2.564
C -1.388 -3.252 2.190
C -2.103 -3.015 3.522
C -1.289 -3.641 4.650
H 2.193 -6.743 6.333
H 0.421 -7.182 6.653
H 1.343 -6.381 7.846
H 1.639 -4.484 6.556
H -0.130 -4.785 6.729
H -0.085 -5.856 4.396
H 1.621 -5.414 4.214
H 1.974 -3.055 3.685
H 1.308 -2.656 5.219
H 0.633 -1.825 3.763
H 0.664 -4.042 1.919
H -0.571 -5.174 2.536
H -0.922 -2.346 1.789
H -2.005 -3.628 1.379
H -2.257 -1.960 3.746
H -3.083 -3.455 3.336
H -1.135 -2.912 5.439
H -1.788 -4.548 4.980
C 0.626 0.731 -3.165
C 0.495 0.581 -4.709
C -0.438 1.637 -5.376
N -0.234 1.727 -6.891
C -0.610 0.430 -7.605
C 1.176 2.278 -7.308
C 0.960 3.341 -8.361
C -0.374 4.032 -7.998
C -1.149 2.896 -7.358
H 0.212 -0.213 -2.796
H 0.085 1.522 -2.646
H 1.686 0.755 -2.908
H -0.043 -0.352 -4.873
H 1.499 0.446 -5.106
H -0.428 2.630 -4.939
H -1.431 1.187 -5.385
H -0.295 -0.408 -6.995
H -0.054 0.493 -8.535
H -1.688 0.492 -7.705
H 1.732 1.402 -7.633
H 1.589 2.707 -6.397
H 0.737 3.069 -9.392
H 1.741 4.098 -8.337
H -0.882 4.341 -8.905
H -0.212 4.817 -7.261
H -1.852 2.456 -8.069
H -1.852 3.209 -6.584

No. 2
17
Properties=species:S:1:pos:R:3 method="wB97M-V/def2-TZVPD" homo_energy_ev=-8.60 relative_energy_ev=1.657 homo_lumo_gap_ev=9.5 smiles="C=C(N)C(=O)N(C)N"
C 1.032 -1.697 0.206
C 1.129 -0.528 -0.430
N 1.894 -0.310 -1.559
C 0.464 0.721 0.053
O 1.099 1.768 0.135
N -0.837 0.674 0.405
C -1.777 -0.389 0.153
N -1.449 1.875 0.836
H 1.602 -2.552 -0.113
H 0.406 -1.825 1.068
H 2.176 0.653 -1.672
H 2.632 -0.977 -1.726
H -1.351 -1.103 -0.547
H -2.680 0.052 -0.269
H -2.040 -0.901 1.082
H -1.456 1.903 1.857
H -0.844 2.636 0.521

No. 3
96
Properties=species:S:1:pos:R:3 method="wB97M-V/def2-TZVPD" multiplicity=4 homo_energy_ev="-12.10 / -12.66" homo_lumo_gap_ev="5.8 / 6.1" total_charge=+2 s_squared=3.7776
Re -1.275 -0.082 0.423
C -2.086 -3.451 6.709
C -1.964 -2.972 5.321
C -2.007 -3.918 4.237
C -2.099 -3.471 2.908
C -1.784 -2.162 2.583
N -1.477 -1.825 1.204
C -1.261 -2.805 0.207
C -0.452 -3.895 0.486
C -0.255 -4.924 -0.412
C -1.130 -5.047 -1.534
C -1.193 -6.279 -2.424
C -1.960 -3.964 -1.844
C -2.025 -2.836 -1.068
N -2.858 -1.798 -1.487
C -3.837 -1.764 -2.446
C -4.494 -0.580 -2.288
C -3.859 0.193 -1.311
N -2.796 -0.545 -0.801
C -1.737 -1.178 3.634
C -1.712 -1.620 4.969
N -1.900 0.191 3.360
C -2.141 1.148 4.265
C -2.617 2.280 3.588
C -2.627 1.970 2.262
N -2.154 0.699 2.052
H -2.824 -4.256 6.908
H -2.221 -2.611 7.473
H -1.113 -3.854 7.054
H -1.993 -5.019 4.423
H -2.294 -4.135 2.063
H -0.028 -3.923 1.442
H 0.510 -5.622 -0.201
H -1.807 -7.126 -2.014
H -0.222 -6.650 -2.669
H -1.522 -5.951 -3.428
H -2.575 -3.991 -2.770
H -4.206 -2.608 -3.016
H -5.226 -0.317 -2.957
H -4.079 1.165 -0.927
H -1.442 -0.863 5.700
H -2.187 0.941 5.324
H -3.043 3.156 4.129
H -2.785 2.556 1.393
O 1.264 -1.902 1.843
C 1.276 -0.701 2.065
O 0.266 0.060 1.933
C 2.529 0.003 2.454
N 3.490 -0.231 1.274
C 4.941 -0.214 1.801
C 4.723 -0.978 3.110
C 3.361 -0.594 3.614
H 2.385 1.070 2.637
H 3.317 0.426 0.488
H 3.267 -1.147 0.909
H 5.329 0.800 1.864
H 5.554 -0.691 1.028
H 5.476 -0.841 3.883
H 4.745 -2.073 2.896
H 3.388 0.107 4.445
H 2.846 -1.519 3.912
F 3.547 1.457 -3.392
C 2.588 1.104 -4.276
C 1.220 1.246 -4.019
C 0.391 0.915 -5.125
F -0.942 1.236 -5.056
C 0.894 0.337 -6.284
F 0.055 0.179 -7.312
C 2.274 0.266 -6.532
F 2.670 -0.086 -7.763
C 3.108 0.653 -5.522
F 4.455 0.945 -5.783
Ge 0.530 2.276 -2.409
S 0.035 0.189 -1.298
C -0.871 3.710 -2.855
C -2.022 3.732 -2.155
F -2.271 2.844 -1.119
C -2.955 4.732 -2.372
F -4.114 4.714 -1.666
C -2.610 5.888 -3.052
F -3.502 6.869 -3.278
C -1.424 5.896 -3.777
F -1.330 6.874 -4.748
C -0.579 4.850 -3.674
F 0.625 4.975 -4.321
C 1.969 3.164 -1.281
C 1.777 3.105 0.135
F 0.597 2.823 0.716
C 2.924 3.303 0.932
F 2.781 3.340 2.296
C 4.106 3.652 0.380
F 5.179 3.849 1.183
C 4.159 4.066 -0.996
F 5.239 4.803 -1.417
C 3.043 3.867 -1.819
F 3.051 4.399 -3.023

No. 4
28
Properties=species:S:1:pos:R:3 method="wB97M-V/def2-TZVPD" homo_energy_ev="-6.89 / -6.73" relative_energy_ev=4.394 homo_lumo_gap_ev="6.7 / 6.5"
C -0.909 1.341 1.336
C -0.410 1.351 -0.117
C -2.196 0.636 1.580
C 0.230 0.153 -0.580
C 2.631 -0.507 -0.986
C 1.464 -1.311 1.122
C -1.727 -0.547 -2.538
C 1.609 -0.129 0.087
O -2.458 -1.435 -0.140
O 2.033 1.073 0.644
S -0.474 -1.092 -1.341
S -2.177 -1.167 1.350
H -0.167 0.745 1.928
H -0.863 2.350 1.837
H -1.287 1.683 -0.737
H 0.251 2.133 -0.131
H -2.243 0.781 2.617
H -2.984 1.136 0.956
H 3.456 -1.043 -0.471
H 2.921 0.464 -1.415
H 2.316 -1.126 -1.883
H 0.551 -1.016 1.817
H 1.052 -2.108 0.554
H 2.415 -1.575 1.568
H -1.282 0.137 -3.283
H -2.618 -0.325 -1.827
H -1.992 -1.384 -3.015
H 2.859 0.785 1.068

No. 5
38
Properties=species:S:1:pos:R:3 method="wB97M-V/def2-TZVPD" homo_energy_ev=-9.32 relative_energy_ev=0.325 homo_lumo_gap_ev=9.9 smiles="O=C(O)C1=C[C@H](C2CC2)C[C@H](OCCCCO)O1"
O -3.670 3.091 0.652
C -2.768 2.632 1.298
O -2.876 2.382 2.608
C -1.436 2.294 0.717
C -1.149 2.485 -0.570
C 0.187 2.171 -1.163
C 0.065 1.015 -2.142
C -0.378 1.280 -3.548
C 1.045 0.901 -3.270
C 1.195 1.878 -0.042
C 0.546 1.081 1.089
O 0.171 -0.165 0.608
C -0.278 -1.081 1.597
C -0.517 -2.431 0.931
C 0.760 -3.029 0.336
C 1.678 -3.630 1.403
O 1.060 -4.658 2.141
O -0.554 1.777 1.647
H -2.036 2.029 2.944
H -1.925 2.868 -1.213
H 0.532 3.049 -1.722
H -0.266 0.098 -1.674
H -1.020 0.560 -4.030
H -0.583 2.301 -3.833
H 1.383 -0.082 -3.561
H 1.802 1.665 -3.368
H 1.559 2.814 0.384
H 2.039 1.309 -0.429
H 1.242 0.972 1.942
H -1.211 -0.720 2.049
H 0.479 -1.159 2.390
H -0.926 -3.115 1.676
H -1.254 -2.293 0.140
H 0.486 -3.816 -0.372
H 1.300 -2.256 -0.209
H 2.597 -4.000 0.925
H 1.959 -2.876 2.141
H 0.763 -5.340 1.528

No. 6
8
Properties=species:S:1:pos:R:3 method="wB97M-V/def2-TZVPD" homo_energy_ev=-10.50 relative_energy_ev=0.717 homo_lumo_gap_ev=10.8
H -0.192 1.782 1.644
N 0.118 0.801 1.234
C -0.700 0.554 0.339
Br -2.260 1.625 -0.068
C -0.606 -0.656 -0.528
Br -1.767 -2.083 0.114
H 0.667 -1.020 -0.524
H -1.089 -0.360 -1.378

Energy: -3857.1705 -397.2897 -6184.4609 -1261.1219 -883.5268 -5280.7426 (hartree)